Record 1
Entry from the OMol25 dataset: a cluster of 2 separate species, C44H44N3OS2 in total at a distorted geometry (ωB97M-V/def2-TZVPD).

Last column: Mulliken charge in e.
Geometry (Å):
C  -6.544  -0.551  2.279  -1.6659
C  -5.213  0.072  1.969  1.0080
C  -4.149  -0.059  2.860  -0.8088
C  -2.901  0.516  2.600  0.9142
C  -1.855  0.381  3.667  -2.1583
C  -2.731  1.207  1.396  -0.5428
N  -1.438  1.719  1.076  1.5189
C  -0.279  1.001  0.892  -0.1500
C  0.012  -0.397  1.264  0.1381
C  -0.805  -1.511  0.767  0.7273
C  -0.591  -2.813  1.431  -2.1264
C  -1.783  -1.320  -0.257  0.9278
C  -1.595  -0.397  -1.315  0.5172
C  -2.506  -0.311  -2.362  -0.9154
C  -3.665  -1.095  -2.352  -0.4687
C  -3.900  -1.978  -1.293  -0.8834
C  -2.971  -2.114  -0.273  -1.0704
O  0.978  -0.630  2.025  -0.8402
N  0.688  1.897  0.649  1.3927
C  2.104  1.741  0.596  0.0738
C  2.713  0.783  -0.241  1.2862
C  1.961  -0.057  -1.227  -0.9030
C  4.104  0.660  -0.193  -0.9491
C  4.887  1.496  0.604  0.5187
C  6.382  1.350  0.600  -1.3911
C  4.258  2.467  1.387  -1.1209
C  2.869  2.608  1.397  0.8371
C  2.262  3.662  2.261  -1.2209
N  0.160  3.172  0.547  -1.2821
C  -1.116  3.057  0.820  0.5905
C  -2.066  4.160  0.883  0.0436
C  -1.907  5.194  -0.070  -0.7363
C  -2.901  6.157  -0.218  -0.6530
C  -4.014  6.148  0.633  -0.4253
C  -4.128  5.192  1.653  -0.6725
C  -3.134  4.228  1.813  0.0670
C  -3.793  1.389  0.496  1.9165
C  -3.709  2.148  -0.795  -2.4191
C  -5.023  0.794  0.796  -0.9728
H  -7.269  -0.307  1.496  0.3782
H  -6.463  -1.645  2.348  0.3390
H  -6.932  -0.186  3.239  0.3616
H  -4.285  -0.606  3.797  0.4675
H  -1.032  1.095  3.575  0.1920
H  -2.333  0.551  4.643  0.6879
H  -1.440  -0.638  3.707  0.2229
H  -1.132  -3.608  0.905  0.4881
H  0.480  -3.070  1.457  0.2675
H  -0.943  -2.774  2.475  0.2389
H  -0.694  0.220  -1.324  0.0881
H  -2.312  0.388  -3.181  0.4296
H  -4.385  -1.011  -3.165  0.3927
H  -4.820  -2.573  -1.266  0.4154
H  -3.151  -2.805  0.559  0.3740
H  2.674  -0.614  -1.847  0.2396
H  1.324  -0.808  -0.742  0.1434
H  1.348  0.555  -1.902  0.3071
H  4.584  -0.096  -0.820  0.0061
H  6.849  2.131  1.207  0.3619
H  6.680  0.375  1.006  0.3076
H  6.787  1.417  -0.418  0.3109
H  4.860  3.143  2.002  0.2874
H  3.071  4.220  2.741  0.4464
H  1.666  4.362  1.666  0.2450
H  1.627  3.257  3.059  0.2333
H  -1.020  5.179  -0.707  0.4195
H  -2.800  6.915  -0.998  0.3983
H  -4.790  6.906  0.517  0.3908
H  -4.991  5.199  2.325  0.4091
H  -3.178  3.509  2.636  0.4200
H  -4.229  1.588  -1.584  0.6029
H  -4.206  3.128  -0.718  0.4374
H  -2.682  2.309  -1.130  0.2945
H  -5.846  0.893  0.083  0.2830
C  5.441  -1.544  -4.239  -0.5671
C  4.662  -2.457  -4.963  -0.7325
C  4.080  -3.546  -4.322  -0.5671
C  4.260  -3.736  -2.933  0.8162
C  3.630  -4.851  -2.253  0.8357
S  3.897  -5.187  -0.588  -0.0081
C  3.200  -6.877  -0.537  -0.5655
C  2.209  -7.060  -1.680  -0.5500
S  2.674  -6.005  -3.095  -0.0476
C  5.070  -2.825  -2.216  -0.4594
C  5.652  -1.741  -2.867  -0.4803
H  5.885  -0.686  -4.742  0.4309
H  4.513  -2.316  -6.035  0.4053
H  3.489  -4.263  -4.894  0.3223
H  4.027  -7.597  -0.605  0.3655
H  2.710  -6.984  0.437  0.3958
H  2.197  -8.094  -2.041  0.4112
H  1.195  -6.768  -1.377  0.3490
H  5.246  -2.983  -1.151  0.1947
H  6.283  -1.045  -2.308  0.4617

- Strongest force on any atom: 0.09208 hartree/bohr
- Total energy: -74523.6608 eV
- Net charge: +1
- Energy relative to the best compared isomer or geometry (same formula, charge and spin): 0.0 kJ/mol
- Kohn-Sham gap: 2.6061 eV

=====

Record 2
Entry from the OMol25 dataset: a structure of composition C44H44N4O10S2Se2Ta at a distorted geometry (ωB97M-V/def2-TZVPD).

Last column: Mulliken charge in e.
Geometry (Å):
Ta  -0.074  0.432  -0.888  -0.7644
O  -4.191  -1.606  -3.235  -0.5433
C  -4.119  -0.662  -4.286  -1.1471
C  -3.034  0.415  -4.130  1.8759
C  -3.282  1.416  -5.271  -1.2219
O  -2.298  2.421  -5.427  -0.5267
C  -3.207  1.091  -2.766  -1.1398
Se  -1.666  2.127  -2.184  -0.4300
C  -1.635  -0.184  -4.306  -1.2248
Se  -0.888  -1.151  -2.787  -0.2658
H  -3.290  -1.807  -2.933  0.2919
H  -5.105  -0.185  -4.327  0.4097
H  -3.959  -1.170  -5.249  0.3392
H  -4.271  1.871  -5.114  0.3679
H  -3.316  0.879  -6.226  0.4035
H  -1.965  2.664  -4.548  0.2894
H  -3.406  0.350  -1.995  0.2240
H  -4.061  1.772  -2.800  0.4846
H  -0.913  0.581  -4.576  0.3605
H  -1.650  -0.916  -5.117  0.5019
C  6.360  -0.272  -0.399  -0.4843
O  5.993  -1.481  0.245  -0.5084
C  4.669  -1.792  0.245  0.6067
C  4.303  -2.916  0.996  -1.4756
C  2.974  -3.268  1.061  -0.7216
C  1.974  -2.546  0.395  0.1928
C  0.546  -2.888  0.542  1.0544
C  0.164  -4.001  1.493  -2.0757
O  -0.341  -2.285  -0.040  -0.4017
C  2.372  -1.440  -0.372  0.3902
O  1.513  -0.732  -1.076  0.9521
C  3.719  -1.068  -0.444  0.2750
H  7.433  -0.173  -0.262  0.2898
H  5.848  0.583  0.051  0.3048
H  6.128  -0.307  -1.467  0.0230
H  5.067  -3.473  1.522  0.4150
H  2.698  -4.130  1.654  0.4726
H  0.573  -4.959  1.170  0.3867
H  -0.921  -4.061  1.518  0.4338
H  0.548  -3.788  2.492  0.4096
H  3.950  -0.190  -1.029  0.6573
C  0.292  4.023  6.798  -1.4521
C  0.496  3.308  5.491  1.2497
C  -0.527  2.548  4.925  -1.0295
C  -0.346  1.911  3.711  -0.9167
C  0.879  2.024  3.066  -0.7647
C  1.915  2.770  3.605  -0.2743
C  1.712  3.408  4.819  -0.8312
S  1.034  1.317  1.469  2.3446
O  0.450  -0.036  1.394  -0.5890
O  2.419  1.430  1.090  -0.7917
N  -0.010  2.098  0.539  -0.2326
C  0.532  3.343  0.000  -1.1622
C  1.480  3.013  -1.153  1.0037
O  2.382  3.744  -1.493  -0.7125
O  1.202  1.846  -1.687  -0.1189
H  -0.683  3.792  7.226  0.3413
H  0.353  5.104  6.661  0.3189
H  1.058  3.742  7.522  0.3463
H  -1.480  2.466  5.434  0.4207
H  -1.145  1.340  3.251  0.5845
H  2.855  2.840  3.075  0.5727
H  2.513  3.998  5.251  0.3745
H  1.044  3.942  0.756  0.2789
H  -0.299  3.924  -0.401  0.3411
C  -7.958  1.262  7.050  -1.0579
C  -6.954  1.039  5.941  0.7169
O  -5.861  1.533  5.939  -0.5279
S  -7.580  -0.025  4.653  -0.2522
C  -6.227  -0.037  3.516  -0.0306
C  -5.190  -0.949  3.673  -0.3133
C  -4.129  -0.950  2.788  -0.4371
C  -4.084  -0.042  1.723  0.0499
C  -5.143  0.858  1.566  -0.5405
C  -6.202  0.861  2.455  -0.4083
C  -2.959  -0.010  0.847  -0.0869
C  -1.977  0.066  0.137  0.4477
H  -7.475  1.040  8.001  0.2881
H  -8.850  0.650  6.934  0.3625
H  -8.238  2.315  7.048  0.2745
H  -5.215  -1.652  4.496  0.4051
H  -3.314  -1.653  2.906  0.5021
H  -5.114  1.560  0.742  0.5177
H  -7.014  1.567  2.333  0.4151
C  3.442  2.128  -4.196  -0.6352
C  2.126  1.823  -4.504  -0.4763
N  1.671  0.580  -4.591  -0.2099
C  2.511  -0.427  -4.343  -0.2718
C  3.862  -0.239  -4.020  1.0102
C  4.313  1.085  -3.974  -0.6043
C  4.889  -1.267  -3.759  -0.5975
C  4.975  -2.519  -3.269  -0.9628
C  4.030  -3.502  -2.707  0.8591
C  4.539  -4.420  -1.785  -0.2849
C  3.663  -5.336  -1.245  -0.4567
N  2.372  -5.375  -1.568  -0.5473
C  1.982  -4.461  -2.450  -0.2971
N  2.742  -3.546  -3.045  -0.3108
H  3.758  3.157  -4.104  0.3436
H  1.401  2.612  -4.671  0.4374
H  2.101  -1.418  -4.396  0.4950
H  5.352  1.286  -3.732  0.3422
H  5.875  -0.856  -3.970  0.4489
H  5.997  -2.874  -3.175  0.2937
H  5.578  -4.394  -1.485  0.3636
H  4.004  -6.068  -0.520  0.4282
H  0.932  -4.451  -2.714  0.5249

- Strongest force on any atom: 0.03706 hartree/bohr
- Total energy: -226695.7737 eV
- Net charge: -1
- Energy relative to the best compared isomer or geometry (same formula, charge and spin): 101.7 kJ/mol
- Kohn-Sham gap: 6.9324 eV